A cluster of 5 separate species, C17H42BClN6O12PS in total. Source: the Open Molecules 2025 dataset; level of theory: ωB97M-V with the def2-TZVPD basis set.

The value obtained for the orbital gap is 8.3 eV. As for the energy above the lowest of the compared OMol25 structures with the same formula, charge and spin: 0.255 eV. As for the charge: +1. The calculation puts the total energy at -3128.33853 a.u. As for the spin multiplicity: 1.

Positions of all 81 atoms, in Å:
C (4.15, -3.33, -0.05)
C (3.50, -2.40, -1.05)
O (2.12, -2.17, -0.82)
C (1.84, -1.49, 0.36)
C (0.66, -0.57, 0.10)
O (0.36, 0.11, 1.32)
C (-0.46, 1.25, 1.22)
C (-1.55, 0.99, 2.25)
B (-2.32, -0.40, 2.01)
O (-2.98, -1.07, 3.03)
O (-2.32, -0.81, 0.75)
C (-3.29, -1.79, 0.29)
C (-4.63, -1.14, 0.01)
N (-0.77, 1.17, 3.55)
N (-0.46, 0.03, 4.35)
C (0.50, 2.04, 3.24)
Cl (2.00, 1.20, 3.55)
C (0.26, 2.51, 1.80)
S (-0.93, 3.93, 1.91)
P (1.65, 3.31, 0.80)
C (2.67, 4.13, 2.11)
C (2.80, 2.02, 0.16)
C (2.60, 1.79, -1.35)
H (3.72, -4.32, -0.09)
H (5.21, -3.42, -0.31)
H (4.11, -2.96, 0.97)
H (4.03, -1.44, -1.07)
H (3.59, -2.83, -2.05)
H (1.54, -2.19, 1.15)
H (2.69, -0.93, 0.76)
H (-0.18, -1.19, -0.21)
H (0.89, 0.15, -0.68)
H (-0.88, 1.43, 0.23)
H (-2.35, 1.73, 2.23)
H (-3.43, -0.47, 3.62)
H (-3.37, -2.64, 0.97)
H (-2.90, -2.19, -0.64)
H (-4.63, -0.68, -0.98)
H (-5.39, -1.92, -0.03)
H (-4.90, -0.40, 0.76)
H (-1.32, 1.76, 4.17)
H (-1.29, -0.31, 4.81)
H (-0.03, -0.68, 3.77)
H (0.47, 2.81, 4.00)
H (-0.78, 4.26, 3.20)
H (3.10, 5.03, 1.69)
H (2.03, 4.38, 2.96)
H (3.44, 3.46, 2.46)
H (2.78, 1.10, 0.73)
H (3.79, 2.45, 0.31)
H (1.61, 2.11, -1.69)
H (3.31, 2.41, -1.91)
H (2.78, 0.76, -1.65)
C (-4.39, 1.17, -3.92)
N (-5.80, 0.85, -3.55)
O (-6.68, 1.39, -4.16)
O (-5.96, 0.06, -2.63)
H (-4.40, 1.87, -4.74)
H (-3.91, 1.59, -3.04)
H (-3.91, 0.24, -4.20)
C (-1.34, 4.91, -3.84)
N (-2.10, 3.76, -4.41)
O (-3.01, 4.00, -5.17)
O (-1.75, 2.65, -4.07)
H (-1.77, 5.83, -4.23)
H (-1.44, 4.86, -2.76)
H (-0.31, 4.79, -4.14)
C (-5.82, -5.44, -0.59)
N (-4.59, -5.35, -1.43)
O (-3.84, -4.40, -1.26)
O (-4.42, -6.24, -2.23)
H (-5.84, -4.58, 0.07)
H (-6.67, -5.44, -1.26)
H (-5.77, -6.37, -0.04)
C (9.13, -1.65, 0.76)
N (8.09, -2.69, 0.54)
O (8.07, -3.65, 1.27)
O (7.31, -2.50, -0.38)
H (9.74, -1.96, 1.60)
H (9.72, -1.59, -0.16)
H (8.63, -0.72, 0.95)

Results of the Mulliken charge analysis, in e, for atoms 1 through 2:
1. C -0.990
2. C -0.235

***

A cluster of 9 separate species, C17H42N2O19 in total in a non-equilibrium geometry. Source: the Open Molecules 2025 dataset; level of theory: ωB97M-V with the def2-TZVPD basis set.

The value obtained for the orbital gap (alpha / beta) is 9.6 / 2.5 eV. As for the charge: +1. The expectation value of S² is 0.757. The calculation puts the total energy at -2211.35669 a.u. As for the spin multiplicity: 2.

Positions of all 80 atoms, in Å:
C (-15.32, 10.07, 4.32)
O (-14.45, 10.09, 3.18)
H (-15.57, 9.03, 4.48)
H (-14.92, 10.57, 5.21)
H (-16.27, 10.52, 4.04)
H (-14.74, 9.52, 2.46)
C (-16.80, 7.55, 7.02)
O (-17.59, 8.13, 8.06)
H (-16.05, 8.28, 6.73)
H (-16.25, 6.68, 7.39)
H (-17.39, 7.30, 6.13)
H (-17.46, 7.68, 8.90)
C (-17.53, 8.03, 10.95)
O (-16.70, 7.03, 10.46)
H (-17.78, 8.00, 12.01)
H (-17.24, 9.05, 10.71)
H (-18.49, 7.87, 10.45)
H (-15.82, 7.09, 10.86)
C (-19.25, 10.81, 7.86)
N (-17.84, 11.00, 7.51)
O (-17.11, 11.53, 8.35)
O (-17.49, 10.65, 6.36)
H (-19.71, 10.52, 6.91)
H (-19.60, 11.81, 8.14)
H (-19.24, 10.00, 8.58)
C (-21.46, 14.11, 5.28)
N (-21.46, 12.89, 4.48)
O (-21.90, 12.96, 3.33)
O (-21.06, 11.87, 5.06)
H (-22.44, 14.14, 5.74)
H (-21.19, 14.95, 4.64)
H (-20.72, 13.95, 6.06)
C (-15.37, 12.76, 10.80)
O (-14.44, 13.79, 10.53)
C (-14.16, 14.26, 9.33)
O (-13.33, 15.17, 9.22)
O (-14.83, 13.62, 8.34)
C (-14.39, 13.73, 6.99)
H (-15.00, 11.85, 10.32)
H (-16.32, 13.10, 10.39)
H (-15.41, 12.49, 11.85)
H (-14.44, 14.75, 6.58)
H (-14.99, 13.07, 6.37)
H (-13.35, 13.50, 6.79)
C (-22.62, 15.53, 8.45)
O (-23.13, 14.18, 8.34)
C (-22.56, 13.19, 8.95)
O (-21.45, 13.19, 9.40)
O (-23.47, 12.23, 9.02)
C (-23.24, 10.97, 9.62)
H (-22.91, 15.88, 9.45)
H (-23.02, 16.25, 7.73)
H (-21.55, 15.48, 8.29)
H (-23.92, 10.31, 9.08)
H (-23.53, 11.05, 10.67)
H (-22.25, 10.53, 9.51)
C (-16.98, 14.61, 3.54)
O (-17.58, 14.11, 4.73)
C (-17.70, 14.89, 5.79)
O (-17.36, 16.07, 5.88)
O (-18.18, 14.12, 6.70)
C (-18.12, 14.54, 8.07)
H (-15.93, 14.86, 3.70)
H (-17.50, 15.49, 3.15)
H (-17.08, 13.87, 2.75)
H (-18.04, 15.61, 8.27)
H (-17.29, 14.18, 8.67)
H (-19.04, 14.28, 8.59)
C (-23.07, 3.02, 7.06)
O (-22.89, 4.46, 7.10)
C (-21.68, 4.98, 6.79)
O (-20.67, 4.34, 6.54)
O (-21.80, 6.32, 6.72)
C (-20.74, 7.13, 6.30)
H (-22.90, 2.72, 6.03)
H (-24.06, 2.75, 7.42)
H (-22.31, 2.52, 7.68)
H (-20.66, 7.13, 5.21)
H (-19.79, 6.96, 6.80)
H (-21.01, 8.17, 6.48)

Results of the Mulliken charge analysis, in e, for atoms 1 through 2:
1. C -0.205
2. O -0.320

***

A structure of composition C17H43BKNO5 in a non-equilibrium geometry. Source: the Open Molecules 2025 dataset; level of theory: ωB97M-V with the def2-TZVPD basis set.

The value obtained for the orbital gap is 8.2 eV. As for the energy above the lowest of the compared OMol25 structures with the same formula, charge and spin: 0.000 eV. The calculation puts the total energy at -1729.15220 a.u. As for the spin multiplicity: 1.

Positions of all 68 atoms, in Å:
K (27.38, -3.65, -22.29)
B (28.47, -0.85, -22.45)
H (27.84, 0.16, -22.20)
H (27.97, -1.43, -23.39)
H (29.60, -0.50, -22.69)
H (28.50, -1.58, -21.49)
C (29.90, -3.56, -19.89)
O (29.32, -4.66, -20.58)
C (29.01, -5.72, -19.71)
C (28.17, -6.76, -20.39)
O (27.02, -6.22, -20.99)
C (26.44, -7.14, -21.89)
H (30.93, -3.78, -19.56)
H (29.30, -3.23, -19.04)
H (29.98, -2.73, -20.59)
H (28.51, -5.33, -18.81)
H (29.92, -6.21, -19.34)
H (27.87, -7.52, -19.65)
H (28.77, -7.25, -21.16)
H (25.46, -6.78, -22.18)
H (26.38, -8.15, -21.46)
H (27.05, -7.22, -22.80)
C (28.50, -4.66, -25.39)
O (27.57, -5.43, -24.65)
C (26.38, -5.67, -25.40)
C (25.42, -4.51, -25.45)
O (24.99, -4.19, -24.14)
C (24.13, -3.07, -24.13)
H (28.03, -3.87, -25.98)
H (29.11, -5.32, -26.02)
H (29.17, -4.15, -24.69)
H (25.89, -6.54, -24.96)
H (26.68, -5.96, -26.41)
H (24.53, -4.86, -26.00)
H (25.86, -3.65, -25.96)
H (23.91, -2.84, -23.08)
H (23.21, -3.26, -24.70)
H (24.64, -2.19, -24.52)
C (26.52, -0.21, -19.09)
C (25.14, -0.85, -19.35)
C (24.09, -0.21, -18.44)
C (23.59, 1.15, -18.90)
C (23.11, 1.07, -20.34)
C (24.12, 0.45, -21.30)
N (24.66, -0.77, -20.73)
O (25.58, -1.43, -21.59)
C (23.38, 0.10, -22.59)
C (25.16, 1.52, -21.68)
C (25.24, -2.33, -18.97)
H (27.33, -0.71, -19.62)
H (26.73, -0.28, -18.02)
H (26.53, 0.85, -19.34)
H (23.24, -0.88, -18.34)
H (24.54, -0.12, -17.44)
H (24.34, 1.94, -18.83)
H (22.77, 1.44, -18.24)
H (22.88, 2.07, -20.73)
H (22.13, 0.58, -20.40)
H (24.02, -0.36, -23.34)
H (22.60, -0.66, -22.40)
H (22.87, 0.96, -23.02)
H (24.70, 2.36, -22.20)
H (25.71, 1.93, -20.84)
H (25.89, 1.11, -22.38)
H (26.06, -2.78, -19.53)
H (24.34, -2.85, -19.31)
H (25.37, -2.45, -17.90)
H (26.40, -0.89, -21.57)

Results of the Mulliken charge analysis, in e, for atoms 1 through 2:
1. K 0.337
2. B 1.203